Below is one molecule with the formula C7H10 at a distorted geometry, with properties calculated with the ωB97M-V functional and the def2-TZVPD basis.

Cartesian coordinates (Å):
C: 1.8655 0.7886 -0.1105
C: 1.8488 -0.4295 -0.6471
C: 0.4202 -0.8865 -0.9001
C: -0.4339 0.0370 -0.0164
C: 0.5485 1.0596 0.5577
C: -1.4621 -0.4808 0.9488
C: -1.9029 0.2164 -0.3065
H: 2.7244 1.3865 0.1793
H: 2.7295 -1.0182 -0.8844
H: 0.2149 -0.6872 -1.9621
H: 0.2057 -1.9466 -0.7231
H: 0.1863 2.0727 0.7711
H: 0.9192 0.5924 1.4752
H: -1.5948 -1.5532 1.0553
H: -1.5587 0.0807 1.8785
H: -2.3826 1.1896 -0.2326
H: -2.3278 -0.4217 -1.0830

Values from the calculation:
- DFT total energy (Eh) = -272.64643
- E_LUMO (eV) = 1.12
- ΔE to the lowest compared entry with this formula, charge and spin (kJ/mol) = 187.92

Below is one molecule with the formula C7H10 at a distorted geometry, with properties calculated with the ωB97M-V functional and the def2-TZVPD basis.

Cartesian coordinates (Å):
C: -0.3021 0.1783 1.6202
C: 0.4495 1.3080 0.8495
C: 1.1338 0.2323 -0.0406
C: 0.3663 -0.8731 0.7089
C: -0.3768 -1.2515 -0.8084
C: -1.0850 -0.0722 -1.3039
C: 0.4284 -0.1117 -1.3435
H: -0.0798 0.1693 2.6981
H: -1.3866 0.1699 1.5098
H: -0.1869 2.0184 0.3055
H: 1.1468 1.8910 1.4621
H: 2.2227 0.2875 -0.1141
H: 0.2805 -1.9305 0.6037
H: -0.4701 -2.2495 -1.2868
H: -1.5671 -0.1686 -2.2685
H: -1.6274 0.5269 -0.5786
H: 0.9359 -0.0964 -2.2964

Values from the calculation:
- DFT total energy (Eh) = -272.55454
- E_LUMO (eV) = 1.25
- ΔE to the lowest compared entry with this formula, charge and spin (kJ/mol) = 429.17